# C21H24FN3O5S

A single C21H24FN3O5S molecule (the ωB97M-V functional and the def2-TZVPD basis, the Open Molecules 2025 dataset).

```
55
Properties=species:S:1:pos:R:3:forces:R:3
C 3.743795 -1.034408 0.211113 -0.08 -0.06 -0.38
C 4.110957 -0.973231 -1.268037 0.27 0.12 0.36
O 3.164005 -1.624711 -2.099666 -0.32 -0.17 -0.19
C 1.929693 -1.080998 -2.250168 -0.27 0.21 0.02
C 1.584266 0.188959 -1.809644 0.48 -0.18 -0.17
C 0.282347 0.614754 -1.961748 -0.14 0.43 0.18
S -0.113307 2.179653 -1.228424 0.07 0.03 0.30
O 0.962349 3.103908 -1.395301 0.11 -0.45 0.06
O -1.445939 2.603598 -1.520040 -0.12 -0.37 0.08
N -0.148457 1.718137 0.423815 -0.07 -0.06 0.02
C -1.150799 1.876752 1.316185 -0.09 0.08 0.15
C -0.739235 1.350184 2.518614 0.22 0.18 -0.63
C -1.479002 1.320055 3.774146 -0.17 -0.02 0.12
C -2.843815 1.032962 3.770517 0.19 0.03 0.12
C -3.565435 1.004227 4.947853 -0.05 0.07 0.26
C -2.910685 1.267528 6.137612 0.06 0.01 -0.08
F -3.607622 1.234678 7.294009 0.07 0.00 -0.13
C -1.562055 1.569605 6.174934 -0.22 -0.07 0.18
C -0.852986 1.596149 4.988879 -0.13 -0.04 -0.15
C 0.572968 0.848243 2.240538 -0.68 0.40 -0.82
N 1.366676 0.105639 3.069097 0.22 -0.16 0.20
N 0.905527 1.077079 0.982308 0.75 -0.20 0.19
C -0.691714 -0.167511 -2.525001 -0.12 -0.11 -0.13
C -0.355498 -1.429950 -3.029699 0.26 0.26 0.26
O -1.386728 -2.076367 -3.623076 0.15 0.24 -0.14
C -1.427151 -3.490231 -3.769237 -0.14 -0.60 0.05
C -1.408525 -4.218088 -2.431924 0.04 0.35 -0.28
C 0.969751 -1.880234 -2.913291 -0.01 -0.19 -0.11
O 1.310726 -3.123805 -3.395214 -0.29 0.42 0.53
C 2.345472 -3.177766 -4.370515 0.37 0.00 -0.54
C 2.016284 -2.366441 -5.618436 -0.07 -0.18 0.38
H 4.556556 -0.611107 0.795665 0.09 0.06 0.09
H 2.830349 -0.478389 0.412575 -0.01 0.03 0.05
H 3.596104 -2.069626 0.509771 0.01 -0.09 0.05
H 4.258914 0.063038 -1.592671 0.01 -0.10 -0.04
H 5.036441 -1.527901 -1.447958 -0.10 0.17 0.00
H 2.278547 0.859512 -1.337686 0.23 -0.07 0.07
H -2.049182 2.377296 1.020930 -0.29 0.12 0.03
H -3.335572 0.824308 2.832988 -0.06 -0.07 -0.09
H -4.620532 0.780655 4.955383 -0.10 -0.03 0.03
H -1.086672 1.786350 7.118666 0.02 0.02 0.10
H 0.191215 1.872688 5.006983 0.10 0.05 -0.01
H 2.327595 0.023586 2.781448 0.03 0.01 0.10
H 1.210377 0.213739 4.056773 0.10 -0.03 -0.07
H -1.704214 0.188612 -2.609903 -0.18 -0.03 -0.03
H -0.615054 -3.847589 -4.406572 -0.16 0.10 0.03
H -2.380108 -3.658119 -4.279627 0.15 0.00 0.05
H -0.442906 -4.094690 -1.949839 0.07 -0.06 0.09
H -1.585949 -5.277468 -2.594111 0.00 -0.14 0.01
H -2.184758 -3.823896 -1.780202 -0.09 -0.01 0.07
H 2.419750 -4.241494 -4.610511 0.05 0.12 0.02
H 3.294119 -2.842552 -3.940999 -0.16 -0.14 -0.05
H 1.069798 -2.688686 -6.047446 -0.08 -0.01 -0.07
H 1.941758 -1.308552 -5.373710 0.02 0.10 -0.05
H 2.800835 -2.501509 -6.357666 0.09 0.02 -0.09
```
Positions in Å, forces in eV/Å.

Output
F_max = 1.14 eV/A
SMILES = CCOc1cc(S(=O)(=O)n2cc(-c3ccc(F)cc3)c(N)n2)cc(OCC)c1OCC
LUMO energy = 0.604 eV
energy above the lowest of the compared OMol25 structures with the same formula, charge and spin = 268.9 kJ/mol
HOMO = -0.30638 Eh
frontier orbital gap = 0.3286 Ha